DFT (ωB97M-V with the def2-TZVPD basis set) results for a molecular structure, C14H10F3N3O7PdS.

The geometry in ORCA input format:
```
! wB97M-V def2-TZVPD RIJCOSX def2/J DEFGRID3
* xyz 0 1
Pd 0.09 0.69 0.06
O -2.94 -1.72 1.02
C -2.04 -0.90 0.98
N -1.55 -0.31 -0.13
C -1.84 -0.78 -1.46
C -0.93 -0.08 -2.44
C -1.05 -0.28 -3.81
C -0.19 0.37 -4.67
C 0.78 1.22 -4.14
C 0.86 1.37 -2.78
N 0.02 0.74 -1.96
C -1.35 -0.38 2.22
C -1.70 -0.77 3.49
C -0.98 -0.23 4.56
C 0.03 0.68 4.32
C 0.34 1.02 3.01
N -0.35 0.48 2.01
H -2.89 -0.59 -1.72
H -1.68 -1.86 -1.54
H -1.82 -0.95 -4.18
H -0.27 0.23 -5.73
H 1.47 1.75 -4.78
H 1.59 2.02 -2.31
H -2.51 -1.47 3.62
H -1.22 -0.53 5.57
H 0.60 1.12 5.12
H 1.12 1.72 2.75
O 1.44 3.87 1.45
S 1.09 3.17 0.25
O 1.25 3.85 -1.00
O -0.38 2.61 0.36
O 1.78 1.78 0.21
F 1.24 -3.79 -0.63
C 2.16 -3.05 0.02
F 2.71 -3.82 0.96
F 3.11 -2.72 -0.86
C 1.50 -1.79 0.63
O 0.98 -1.07 -0.31
O 1.51 -1.59 1.82
*
```

Results
- Strongest force on any atom: 0.72 eV Å⁻¹
- E_LUMO: -1.90 eV
- Relative energy (zero: lowest compared OMol25 entry of this formula, charge and spin): 0.0 kcal/mol
- Calculated total energy: -55950.61478 eV
- HOMO energy: -9.98 eV

DFT (ωB97M-V with the def2-TZVPD basis set) results for a molecular structure, C29H28N3O5PS5Ti in a non-equilibrium geometry.

The geometry in ORCA input format:
```
! wB97M-V def2-TZVPD RIJCOSX def2/J DEFGRID3
* xyz 2 1
Ti -0.56 0.01 -0.95
O -5.78 2.92 2.18
C -4.84 2.46 1.64
S -3.57 1.53 2.48
C -2.61 1.18 1.06
C -3.04 1.68 -0.13
S -2.26 1.44 -1.67
S -4.53 2.60 -0.13
S -1.22 0.15 1.26
C -2.85 -5.39 -4.91
C -3.07 -4.09 -5.35
C -2.73 -3.01 -4.56
C -2.17 -3.24 -3.30
C -1.92 -4.54 -2.86
C -2.26 -5.60 -3.67
P -1.85 -1.82 -2.19
C -3.50 -1.47 -1.48
C -4.49 -1.09 -2.40
C -5.74 -0.71 -1.97
C -6.03 -0.70 -0.61
C -5.06 -1.07 0.30
C -3.79 -1.43 -0.12
C -0.84 -2.51 -0.80
C -1.30 -3.27 0.27
C -0.47 -3.53 1.35
C 0.82 -3.04 1.37
C 1.34 -2.37 0.27
C 0.51 -2.09 -0.82
H -3.12 -6.22 -5.53
H -3.51 -3.93 -6.33
H -2.87 -2.01 -4.93
H -1.45 -4.72 -1.91
H -2.06 -6.61 -3.34
H -4.26 -1.10 -3.46
H -6.49 -0.42 -2.69
H -7.02 -0.40 -0.28
H -5.29 -1.07 1.36
H -3.06 -1.71 0.63
H -2.30 -3.69 0.24
H -0.84 -4.12 2.17
H 1.45 -3.23 2.22
H 2.39 -2.12 0.25
H 0.94 -1.75 -1.78
C 7.22 3.38 4.83
C 5.77 3.08 4.52
S 5.61 2.71 2.74
O 6.42 3.58 1.95
O 5.70 1.29 2.49
C 3.85 3.10 2.29
C 3.84 3.02 0.77
N 2.55 2.66 0.23
C 2.22 1.50 -0.36
N 0.90 1.46 -0.66
C 0.39 2.66 -0.25
C 1.39 3.41 0.30
N 1.25 4.74 0.84
O 0.12 5.16 0.83
O 2.23 5.30 1.25
C 3.21 0.45 -0.68
H 7.34 3.62 5.88
H 7.56 4.22 4.23
H 7.84 2.52 4.59
H 5.13 3.94 4.71
H 5.40 2.19 5.04
H 3.58 4.08 2.66
H 3.23 2.32 2.75
H 4.56 2.24 0.49
H 4.17 3.97 0.36
H -0.64 2.97 -0.38
H 4.09 0.88 -1.14
H 2.79 -0.28 -1.38
H 3.55 -0.06 0.23
*
```

Results
- Strongest force on any atom: 1.57 eV Å⁻¹
- E_LUMO (spin up / spin down): -7.84 / -7.84 eV
- Calculated total energy: -131797.90096 eV
- HOMO energy (spin up / spin down): -13.63 / -13.64 eV

DFT (ωB97M-V with the def2-TZVPD basis set) results for a molecular structure, C11H28Cl2O7 in a non-equilibrium geometry.

The geometry in ORCA input format:
```
! wB97M-V def2-TZVPD RIJCOSX def2/J DEFGRID3
* xyz 0 1
C -3.11 -1.36 -0.52
C -3.12 -0.03 0.15
C -2.12 -0.14 1.23
O -2.15 -1.47 1.65
C -2.77 -2.30 0.66
H -2.23 -1.26 -1.17
H -4.04 -1.51 -1.06
H -4.07 0.20 0.63
H -2.97 0.87 -0.46
H -2.16 0.58 2.05
H -1.16 0.02 0.74
H -3.67 -2.75 1.09
H -1.98 -3.03 0.48
C 3.95 2.95 0.10
C 2.49 2.39 -0.07
O 1.55 2.90 0.88
O 4.76 2.45 1.19
H 3.86 4.03 0.23
H 4.38 2.86 -0.90
H 2.54 1.32 0.17
H 2.11 2.50 -1.08
H 1.47 3.84 0.69
H 4.02 2.22 1.75
C 0.90 -1.43 1.25
C -0.27 -2.47 1.19
O -0.54 -2.71 -0.14
O 0.52 -0.12 0.80
H 1.73 -1.53 0.55
H 1.30 -1.27 2.26
H -1.06 -2.09 1.84
H 0.07 -3.39 1.67
H -0.92 -1.88 -0.44
H 0.98 0.08 -0.01
C -0.25 -1.16 -1.98
C 0.46 -0.04 -1.24
O 1.64 -0.57 -0.53
O 0.57 -1.60 -3.04
H -1.12 -0.88 -2.58
H -0.39 -1.97 -1.26
H -0.21 0.32 -0.46
H 0.57 0.89 -1.80
H 2.17 -0.93 -1.25
H 0.12 -2.42 -3.30
C -0.26 1.87 0.10
Cl 0.48 2.34 -1.46
Cl -1.93 2.43 0.16
H -0.34 0.80 0.31
H 0.18 2.43 0.92
*
```

Results
- Strongest force on any atom: 16.02 eV Å⁻¹
- E_LUMO: 0.38 eV
- Calculated total energy: -51210.40954 eV
- HOMO energy: -7.88 eV